Molecular formula: C28H40IrN3O7PS2Se2
Method: DFT, wB97M-V/def2-TZVPD

Calculated values
Highest occupied orbital energy: -4.4 eV
Total charge: -1
E: -212984.3566 eV
Lowest unoccupied orbital energy: 2.28 eV
HOMO-LUMO gap: 0.24514 hartree

Structure (XYZ):
```
84
Properties=species:S:1:pos:R:3:forces:R:3:mulliken_charge:R:1
Ir -0.90178 0.87994 -0.86277 -0.02 0.06 -0.02 2.7623
C 0.66495 -1.33080 4.77025 -0.03 -0.03 -0.04 -0.5286
O 0.39744 -0.08617 5.39180 0.04 -0.01 0.09 -0.4678
C 1.09844 0.98947 4.95220 -0.02 0.06 -0.06 0.5763
C 2.03179 0.94548 3.92020 0.01 -0.01 0.01 0.0646
C 2.65782 2.11088 3.50591 -0.01 0.01 -0.02 -0.3528
C 2.36213 3.32597 4.11024 0.00 0.01 0.00 -0.1436
C 1.48616 3.34936 5.18991 0.00 0.00 0.01 -0.2254
C 0.84366 2.19712 5.59874 -0.01 -0.01 0.00 -0.6992
N 2.97098 4.57987 3.74343 -0.01 0.00 0.02 -0.4467
N 3.06383 4.94346 2.55931 0.00 0.00 -0.04 -0.6501
C 2.47716 4.15599 1.50924 0.01 0.01 0.02 -0.1984
C 3.30307 3.69303 0.51384 0.00 -0.01 -0.01 -0.5931
C 2.87317 2.76062 -0.43559 -0.01 0.00 0.00 -0.9572
C 1.56366 2.28291 -0.41916 0.00 -0.01 -0.01 0.5323
O 1.11895 1.37597 -1.22628 0.01 -0.01 -0.02 -0.6636
C 0.66912 2.87826 0.53479 -0.01 0.00 0.00 0.4725
N -0.63138 2.45405 0.47221 0.02 0.02 -0.02 -0.7566
C -1.51925 2.94535 1.30474 0.02 -0.01 0.02 -0.1412
C -1.17199 3.92385 2.25528 -0.01 0.00 0.00 -0.9930
C 0.11825 4.34955 2.35526 0.02 0.00 0.00 -0.7306
C 1.10148 3.81487 1.48776 0.00 -0.01 0.00 0.6790
H 0.02259 -2.05632 5.26312 0.00 0.00 0.00 0.2401
H 1.71111 -1.62174 4.90448 -0.01 -0.01 0.01 0.4234
H 0.43129 -1.29826 3.70303 0.00 0.02 0.00 -0.0291
H 2.24757 0.02358 3.40040 0.00 0.01 0.00 0.3375
H 3.35606 2.06452 2.68172 -0.01 0.00 0.01 0.4872
H 1.29465 4.29178 5.68879 0.00 0.00 0.00 0.4061
H 0.13034 2.20954 6.41220 0.00 0.00 0.00 0.4042
H 4.33971 4.01120 0.52214 0.00 0.00 0.00 0.3666
H 3.55380 2.36960 -1.18030 0.00 0.00 0.00 0.5162
H -2.51707 2.52931 1.24202 -0.02 0.01 -0.01 0.2750
H -1.94160 4.30521 2.91176 0.00 0.00 0.00 0.4474
H 0.39932 5.09287 3.08974 0.00 0.00 0.01 0.5563
O -2.63092 0.45533 2.74456 0.07 -0.03 0.16 -0.2901
C -3.12157 -0.86295 2.71539 -0.01 0.01 -0.03 -1.4487
C -2.92532 -1.67704 1.42245 0.07 -0.01 0.03 2.6922
C -3.60488 -3.02773 1.75025 -0.02 -0.01 0.00 -1.4322
O -3.54198 -4.00235 0.72125 0.01 0.00 0.01 -0.5352
C -3.64067 -1.12180 0.18533 0.00 0.02 0.00 -1.8910
Se -3.32290 0.70043 -0.44900 0.02 0.01 0.03 -0.2880
C -1.45092 -1.99298 1.14163 -0.01 -0.03 0.01 -1.3497
Se -0.14880 -0.54054 0.95935 -0.06 0.02 0.03 -0.4774
H -1.69237 0.41923 2.48494 -0.02 0.01 -0.10 0.1374
H -4.19183 -0.78328 2.93040 -0.01 -0.05 -0.05 0.3617
H -2.67185 -1.45683 3.52930 -0.02 0.04 0.03 0.3104
H -4.65054 -2.83404 2.02800 0.00 0.00 -0.02 0.4599
H -3.11023 -3.48394 2.61107 -0.01 0.01 0.01 0.4252
H -3.83600 -3.59049 -0.09828 0.00 0.00 0.00 0.3985
H -4.72214 -1.16528 0.34946 0.00 0.02 0.01 0.3912
H -3.40716 -1.76363 -0.66861 -0.02 -0.01 0.01 0.4070
H -1.38376 -2.62059 0.25335 -0.01 0.02 -0.01 0.5529
H -1.05781 -2.57899 1.97945 0.00 -0.01 -0.02 0.6335
C 1.30543 -3.39938 -1.37505 0.00 0.01 0.01 -0.9816
C 1.99585 -2.63402 -2.48806 -0.01 0.00 0.01 0.4555
C 2.65188 -1.36023 -1.99921 -0.02 0.00 0.00 -1.1168
O 1.04652 -2.42434 -3.56137 0.05 0.00 -0.02 -0.2535
P 0.06857 -1.18564 -3.85943 -0.03 0.02 0.05 0.4865
S 0.98768 0.36788 -4.58520 -0.01 0.02 0.00 -0.4756
S -1.28572 -0.91892 -2.35405 0.02 -0.04 -0.01 -0.6715
O -0.90946 -1.90478 -4.90860 0.00 -0.01 -0.01 -0.2709
C -0.56987 -2.81104 -5.97457 -0.01 0.00 0.00 0.5421
C -0.57251 -4.24027 -5.45857 0.00 0.00 0.00 -1.2387
C 0.71183 -2.45347 -6.70606 0.01 0.00 0.00 -1.2812
H 2.03494 -3.68652 -0.61448 0.00 0.00 -0.01 0.4436
H 0.82764 -4.29901 -1.76573 -0.01 0.00 0.00 0.3543
H 0.55351 -2.76802 -0.90338 0.00 -0.01 0.01 -0.1210
H 2.75149 -3.27333 -2.95436 -0.01 0.00 0.00 0.1605
H 1.92789 -0.68206 -1.54690 0.01 -0.01 -0.01 -0.0583
H 3.14622 -0.83291 -2.81367 0.01 0.01 -0.01 0.3589
H 3.39182 -1.62114 -1.23836 0.00 -0.01 -0.01 0.4812
H -1.40683 -2.69093 -6.66720 0.00 0.00 0.00 0.3672
H 0.27140 -4.40839 -4.79148 0.00 0.00 0.00 0.1409
H -0.50584 -4.93478 -6.29920 0.00 0.00 0.00 0.4622
H -1.49393 -4.44076 -4.91163 0.00 0.00 0.00 0.2938
H 1.57992 -2.57067 -6.05797 0.00 0.00 0.00 0.1991
H 0.68770 -1.42344 -7.05661 0.00 0.00 0.00 0.3068
H 0.82145 -3.12190 -7.56331 0.00 0.00 0.00 0.4768
C -0.51154 3.16762 -2.99370 -0.02 0.06 0.07 -0.4703
O -1.47849 2.21878 -2.51779 -0.09 -0.11 -0.03 -0.5114
H -0.91966 3.68684 -3.86145 0.00 0.00 0.00 0.3307
H 0.42306 2.67392 -3.24273 0.02 -0.01 -0.01 0.1220
H -0.35878 3.87830 -2.18306 0.00 0.00 -0.01 0.1714
H -1.66596 1.55974 -3.20759 0.11 0.02 -0.03 0.2698
```
Forces are in eV/Å.